No. 1
Formula: C30H52ClN3O9P
Source: the OMol25 dataset
Level of theory: ωB97M-V with the def2-TZVPD basis set

- gap between HOMO and LUMO (hartree) = 0.2834
- max |F| (Eh/bohr) = 0.176
- highest occupied orbital energy (hartree) = -0.430
- total charge = +1

Last column: Mulliken charge in e.
Geometry (Å):
C 4.2558 -4.4423 3.3751  -1.238
C 3.2493 -3.4299 4.0968  -0.472
C 1.7452 -3.8033 3.8358  -0.482
O 1.3549 -3.7529 2.4222  -0.310
C 0.1336 -3.1312 2.2370  -0.819
C -1.1020 -3.6856 2.8003  1.089
C -1.1888 -5.0101 3.6141  -1.172
C -1.4250 -6.2174 2.5907  0.569
C -0.1962 -6.6669 1.7298  -0.805
N -2.5674 -6.7822 2.4768  -0.728
C -2.3982 -2.9686 2.5604  0.266
C -3.7678 -3.5309 3.0990  -0.290
O -3.9449 -3.5382 4.2812  -0.484
O -4.6890 -4.0272 2.1886  -0.475
C -2.3729 -1.7142 1.8053  1.635
C -3.7132 -0.9426 1.5961  -1.333
C -3.9190 0.2642 2.6565  0.261
C -2.7343 0.3654 3.6780  -1.136
Cl -4.0015 1.7979 1.6464  -0.187
C -1.0725 -1.2241 1.2659  -0.597
N -1.1061 -0.0003 0.5381  -0.241
C -1.3480 -0.1536 -0.7393  0.895
C -0.6323 -1.1461 -1.7085  -1.253
C -2.4382 0.7954 -1.3783  -1.189
N 0.1085 -1.9442 1.4791  1.000
C 1.3613 -1.4311 0.8821  -0.927
C 2.4317 -0.8915 1.9226  -1.047
C 3.8403 -1.4746 1.4577  -0.139
C 4.3267 -0.8119 0.1157  0.090
O 4.1579 -1.3048 -0.9651  -0.518
O 5.0131 0.4111 0.2665  -0.298
C 6.3661 0.1436 0.7190  -0.191
C 6.8467 1.3850 1.5467  -1.076
H 4.3329 -5.3240 4.0811  0.426
H 3.8428 -4.8575 2.4200  0.270
H 5.2938 -4.0332 3.2905  0.309
H 3.4147 -3.6030 5.2033  0.479
H 3.5011 -2.3567 3.9165  0.254
H 1.6377 -4.8826 4.1532  0.254
H 1.0708 -3.1130 4.4052  0.450
H -2.0869 -5.0355 4.2968  0.561
H -0.3045 -5.2265 4.2614  0.242
H -0.5898 -7.1710 0.8031  0.337
H 0.3482 -5.7327 1.4276  0.098
H 0.5153 -7.3132 2.3077  0.267
H -3.2402 -6.3300 3.1093  0.307
H -4.2958 -3.8371 1.3121  0.489
H -3.7303 -0.5223 0.5534  -0.157
H -4.6291 -1.5806 1.6878  0.538
H -4.9230 0.1414 3.1452  0.435
H -1.7916 0.6673 3.1372  0.245
H -2.5902 -0.5731 4.2852  0.245
H -2.9718 1.1802 4.4243  0.441
H -1.2444 -1.1860 -2.6520  0.474
H 0.3618 -0.6989 -2.0179  0.311
H -0.4192 -2.1538 -1.2702  0.252
H -2.4154 1.7252 -0.7390  0.245
H -3.4489 0.3117 -1.3732  0.266
H -2.0984 1.0874 -2.4049  0.502
H 1.8384 -2.3079 0.3505  0.487
H 1.2157 -0.6461 0.1039  0.289
H 2.5329 0.2271 1.8428  0.595
H 2.1257 -1.2440 2.9365  0.511
H 4.6347 -1.2837 2.2281  0.652
H 3.7357 -2.5857 1.2949  -0.009
H 6.9937 0.0073 -0.2129  0.336
H 6.4853 -0.8008 1.3131  0.296
H 7.9440 1.3554 1.7669  0.362
H 6.6377 2.3319 0.9792  0.278
H 6.2716 1.3983 2.5146  0.257
O -1.9190 3.9911 -3.7884  -0.699
P -1.6879 5.3165 -4.4857  1.142
O -2.7566 5.1366 -5.7244  -0.357
C -4.1402 5.3653 -5.4740  -0.294
C -4.4400 6.8387 -5.2570  -0.966
O -0.3187 4.8533 -5.3055  -0.408
C 0.4852 3.7906 -4.7966  -0.319
C 0.0872 2.4529 -5.3996  -1.166
O -1.3893 6.8917 -5.0204  -0.301
C -0.5946 7.7289 -4.1593  -0.344
C 0.8353 7.2417 -3.9985  -0.953
H -4.4631 4.7720 -4.6134  0.233
H -4.6854 5.0100 -6.3500  0.347
H -3.9772 7.2007 -4.3345  0.241
H -5.5165 7.0054 -5.1842  0.407
H -4.0428 7.4414 -6.0750  0.238
H 0.4372 3.7622 -3.7056  0.344
H 1.5249 4.0100 -5.0524  0.394
H -0.9934 2.3181 -5.4408  0.298
H 0.5258 1.6297 -4.8296  0.294
H 0.4477 2.3830 -6.4291  0.334
H -1.0841 7.8095 -3.1853  0.302
H -0.5859 8.7224 -4.6102  0.348
H 0.8736 6.3347 -3.3903  0.226
H 1.4456 7.9968 -3.4994  0.427
H 1.2826 7.0097 -4.9655  0.238

---

No. 2
Formula: C41H58N8O6
Source: the OMol25 dataset
Level of theory: ωB97M-V with the def2-TZVPD basis set

- relative energy (zero: lowest compared OMol25 entry of this formula, charge and spin) (kJ/mol) = 64.99
- gap between HOMO and LUMO (hartree) = 0.3568
- max |F| (Eh/bohr) = 0.063
- highest occupied orbital energy (hartree) = -0.356

Last column: Mulliken charge in e.
Geometry (Å):
N -1.5706 1.9464 5.2466  -0.579
C -1.3872 1.0865 6.2452  -0.190
C -0.4244 0.0861 6.2771  -0.588
C 0.4496 0.0214 5.1813  -0.378
C 0.2245 0.8686 4.1205  -0.238
C -0.7330 1.8819 4.2120  -0.714
H -2.0715 1.1260 7.0873  0.361
H -0.1689 -0.3590 7.2292  0.410
H 1.2363 -0.7217 5.1700  0.497
H 0.9263 0.8655 3.2931  0.565
H -0.9075 2.5994 3.4187  0.854
N 0.0917 4.5204 1.7943  -0.154
C 0.4307 5.3215 2.8173  -0.196
C 0.4410 6.7083 2.7163  -0.543
C 0.3037 7.2628 1.4484  -0.343
C 0.1654 6.4338 0.3461  -0.669
C 0.0242 5.0666 0.5842  -0.083
H 0.5758 4.7890 3.7496  0.378
H 0.4719 7.1760 3.6915  0.360
H 0.2828 8.3451 1.4137  0.368
H -0.1021 6.7747 -0.6447  0.419
H -0.3293 4.3679 -0.1678  0.458
N -4.8378 -2.4008 -0.9580  0.058
C -5.7213 -1.8173 -0.1391  0.003
C -7.0750 -2.0976 -0.1825  -0.792
C -7.5224 -3.0630 -1.0858  -0.288
C -6.6092 -3.6459 -1.9294  -0.657
C -5.2726 -3.2507 -1.8772  -0.192
H -5.3614 -1.0154 0.4926  0.311
H -7.7967 -1.6422 0.4818  0.401
H -8.5482 -3.3909 -1.1968  0.397
H -6.9249 -4.2675 -2.7593  0.410
H -4.5728 -3.6949 -2.5758  0.365
C -3.2296 -5.5788 0.2706  -0.219
C -3.6733 -6.1970 1.5680  -0.479
O -3.2710 -5.2536 2.5506  -0.429
C -2.6393 -4.2165 1.9687  0.300
O -2.2889 -3.2249 2.5157  -0.462
O -2.4721 -4.4059 0.6394  0.338
H -4.0558 -5.2231 -0.3444  0.140
H -2.6361 -6.2479 -0.3511  0.304
H -3.1555 -7.1258 1.8064  0.296
H -4.7557 -6.3224 1.5464  0.298
C -2.1730 0.7448 0.5379  -0.009
C -1.6260 -0.5606 0.0133  0.336
O -0.3973 -0.2877 -0.6101  -0.231
C -0.2496 1.0589 -0.7646  0.677
O 0.5484 1.5897 -1.4524  -0.414
O -1.3802 1.6408 -0.2703  -0.331
H -1.8860 0.9041 1.5763  -0.080
H -3.2534 0.7258 0.4364  0.337
H -2.2452 -0.9649 -0.7944  -0.128
H -1.6181 -1.3417 0.7752  -0.249
C 0.9073 -2.8521 1.6668  -0.196
C 0.9681 -3.5625 3.0414  -0.838
C 0.7131 -5.0492 3.1052  0.278
C 1.0899 -5.5506 4.4425  -0.012
N 1.4202 -5.9719 5.4574  -0.439
H 1.6378 -3.3703 1.0335  0.376
H 1.2212 -1.8218 1.8106  0.068
H 0.0091 -2.9157 1.0522  -0.323
H 0.2985 -3.0443 3.7317  0.306
H 1.9776 -3.2916 3.3625  0.577
H 1.3618 -5.6186 2.4363  0.395
H -0.3504 -5.1913 2.9178  -0.249
C -1.2347 3.9580 -3.6035  -1.481
C 0.2686 4.3073 -3.5900  0.376
C 0.6432 5.2532 -4.6974  -0.300
C 1.8210 6.1081 -4.3762  0.112
N 2.7370 6.7723 -4.1843  -0.473
H -1.5974 3.6032 -2.6432  0.236
H -1.5448 3.4160 -4.4950  0.340
H -1.7338 4.9350 -3.7098  0.472
H 0.7468 3.3248 -3.6451  0.131
H 0.4485 4.6996 -2.5890  0.004
H -0.1566 6.0001 -4.7693  0.270
H 0.8376 4.8685 -5.6968  0.354
C 3.4332 0.0254 0.5311  -0.104
C 4.2871 -0.8059 -0.4104  -0.590
C 5.7762 -0.7426 -0.1122  -0.211
C 6.1160 -1.2294 1.2458  0.060
N 6.3967 -1.5953 2.2984  -0.466
H 2.4176 -0.2780 0.2700  -0.445
H 3.5870 1.0786 0.3012  -0.057
H 3.6716 -0.2010 1.5685  0.666
H 4.1357 -0.5998 -1.4761  0.286
H 4.0117 -1.8661 -0.4994  0.414
H 6.1537 0.2831 -0.1546  0.047
H 6.3749 -1.3448 -0.7969  0.413
C 4.1353 2.0361 -2.5310  -0.695
C 4.1768 3.5523 -2.4734  -0.033
C 4.8306 4.0956 -1.1970  -0.409
C 6.2369 3.7121 -1.0442  0.189
N 7.3383 3.4343 -0.8892  -0.468
H 3.3738 1.6848 -1.8290  -0.175
H 5.1166 1.6003 -2.3381  0.423
H 3.7655 1.6437 -3.4807  0.436
H 3.1573 3.9258 -2.5428  -0.218
H 4.8278 3.8863 -3.2851  0.347
H 4.2538 3.7789 -0.3223  0.172
H 4.7435 5.1832 -1.1603  0.396
C -0.4488 -3.4700 -2.0720  -0.540
C -1.3890 -2.9485 -3.1867  0.139
C -0.5745 -2.3328 -4.3389  -0.377
C 0.5903 -3.1116 -4.7903  0.096
N 1.4940 -3.6552 -5.2373  -0.466
H 0.0601 -2.6916 -1.5046  -0.064
H 0.3256 -4.0138 -2.6177  0.535
H -0.9551 -4.1654 -1.4093  -0.206
H -1.9866 -2.0898 -2.8848  -0.025
H -1.8869 -3.8189 -3.6132  0.404
H -0.0946 -1.4209 -3.9646  0.077
H -1.1714 -2.1396 -5.2290  0.457

---

Q: highest occupied orbital energy of number 1 (C30H52ClN3O9P)?
A: -0.430 hartree

---

Q: Which formula does entry 1 have?
A: C30H52ClN3O9P

---

Q: Number 1 is which compound?
A: C30H52ClN3O9P